Formula: C40H41MnN9S3
Source: OMol25
Level of theory: ωB97M-V/def2-TZVPD

Last column: Mulliken charge in e.
Positions of all 94 atoms, in Å:
Mn 0.30270 -2.11394 -0.02931  -0.7697
S -1.55788 -0.10133 -1.77592  1.8068
S 0.98052 0.43958 1.47605  1.6908
S -1.08896 1.90867 0.22145  1.5389
N 0.41149 1.52855 0.46830  0.2077
N 0.49243 -1.01274 1.33809  -0.1711
N 2.06819 -4.89955 -0.07774  -0.0458
N 3.75954 -4.00725 -1.35722  0.0592
N 0.60581 -6.12873 1.18179  -0.3195
N 1.95993 -2.65607 -0.77150  0.1224
N 0.08193 -3.92485 0.66560  0.0226
N -0.71845 -1.21963 -1.12838  -0.3131
N -1.69191 1.29338 -1.06340  -0.1296
C 4.92055 0.13120 1.95797  -0.8365
C 0.98776 2.50216 4.87742  -0.7981
C -1.14078 -0.67959 -4.37162  -0.6895
C 2.71338 0.61952 1.19856  0.5334
C -2.13896 1.58721 1.59024  0.6341
C 4.37711 -2.88934 -2.08292  -0.9417
C -2.13963 2.50255 2.64173  -0.5610
C 1.21209 2.11318 3.56901  -0.6230
C 4.44297 -5.31267 -1.34456  -1.0290
C 3.19730 1.27495 0.07026  -0.3246
C -5.76106 -1.57193 -2.38176  -0.5474
C -5.44527 -0.23519 -2.60665  -0.8203
C 2.60331 -3.81949 -0.74785  0.7176
C 0.68922 0.89128 3.14894  0.4616
C -2.92920 0.44298 1.58925  -0.1991
C -2.30896 4.20222 -0.43608  -0.8574
C -3.76074 1.11199 3.74434  -0.6537
C -0.01340 0.80370 -5.89139  -0.6057
C 0.16036 1.74479 -4.88380  -0.8644
C 0.06191 4.37439 0.15573  -0.3199
C -0.24742 0.46319 5.29102  -0.8635
C -4.79161 -2.47095 -1.95686  -0.8455
C -2.96240 2.25108 3.72534  -0.9739
C -0.31349 1.49145 -3.60592  -0.1814
C -3.48884 -2.04257 -1.74775  0.1158
C -1.09582 3.63213 -0.05042  0.3627
C 0.88107 -4.96716 0.60666  0.6143
C 4.57263 1.35157 -0.09915  -0.8905
C -4.15387 0.21679 -2.40281  -0.6196
C 5.42704 0.78844 0.84146  -0.5982
C -2.34800 5.57061 -0.62818  -0.7714
C -0.66039 -0.40212 -5.63946  -0.8533
C -3.20053 -0.70102 -1.96464  0.0576
C 0.26274 1.67719 5.73337  -0.5634
C -0.95473 0.27857 -3.37724  0.4513
C -0.03879 0.05252 3.98274  -0.1767
C -1.20056 6.33616 -0.43429  -0.6150
C -0.00529 5.74520 -0.04628  -0.8604
C -3.74507 0.21199 2.68550  -0.8448
C 3.55136 0.03697 2.14593  -0.7258
H 0.64605 2.68661 -5.09918  0.5079
H 3.83490 -6.07981 -1.82749  0.4321
H -3.27339 6.04428 -0.92574  0.4879
H 5.36300 -5.22485 -1.91117  0.2737
H -6.20573 0.45316 -2.94920  0.4884
H -1.24256 7.40664 -0.58574  0.4793
H 0.87794 6.35128 0.10134  0.5093
H 5.59171 -0.28940 2.69433  0.5123
H 5.31796 -3.22451 -2.50444  0.2788
H -0.80085 -0.17222 5.96907  0.5109
H 4.58841 -2.05886 -1.40591  0.3783
H 4.71469 -5.60546 -0.32855  0.4336
H -4.41910 0.93584 4.58498  0.4936
H 2.61816 -5.74540 -0.10867  0.1771
H -0.25441 -6.26689 1.69029  0.2202
H 1.79294 2.73553 2.89866  0.3974
H -4.39195 -0.65466 2.69998  0.5583
H 3.74027 -2.56132 -2.90672  0.3901
H -0.42036 -0.89068 3.62058  0.4587
H -0.21915 2.23016 -2.82220  0.4960
H -3.00147 2.95567 4.54501  0.5216
H 0.98388 3.89961 0.45866  0.3981
H 2.52396 1.73175 -0.64030  0.4811
H -1.66983 -1.60305 -4.17227  0.5210
H -1.53558 3.40021 2.60265  0.5807
H 1.22376 -6.92500 1.13360  0.1992
H -2.94449 -0.23168 0.74358  0.3733
H -0.80827 -1.11763 -6.43657  0.4632
H 6.49796 0.87594 0.71311  0.5070
H -5.04749 -3.50972 -1.80000  0.4863
H -2.71536 -2.73236 -1.44204  0.3361
H 4.97759 1.87462 -0.95505  0.5188
H -0.73420 -4.08539 1.24738  0.1275
H -3.19622 3.59794 -0.57503  0.4479
H 3.14877 -0.45324 3.02378  0.5733
H 1.39120 3.43949 5.23578  0.5184
H -3.89245 1.25043 -2.58812  0.4010
H 2.44174 -1.94025 -1.30173  0.0461
H -6.77259 -1.91684 -2.55022  0.4720
H 0.10513 1.98190 6.75971  0.4896
H 0.34411 1.01813 -6.88983  0.4607

The value obtained for the HOMO-LUMO gap (spin up / spin down) is 6.14 / 7.42 eV. Its HOMO energy (spin up / spin down) is -18.62 / -18.67 eV. As for the spin multiplicity: 4. For the relative energy (zero: lowest compared OMol25 entry of this formula, charge and spin), the calculation gives 0.0 kcal per mole. The calculation puts the total energy at -119340.5851 eV. Its charge is +4. Its expectation value of S² is 3.877.

=====

Formula: C3H11N5S
Source: OMol25
Level of theory: ωB97M-V/def2-TZVPD

Last column: Mulliken charge in e.
Positions of all 20 atoms, in Å:
S -1.35499 -0.22586 -1.60735  -0.0941
N 1.69475 -2.31307 -0.52048  -0.6568
N -1.85457 -0.07967 0.03691  -0.5371
N 1.27106 -1.07750 -0.56556  0.5567
N 0.19284 1.66440 0.79922  -0.1595
N -3.89735 -0.15634 1.24907  -0.2370
C -2.94441 -0.00215 0.56879  0.3709
C 1.37400 1.36728 -0.09849  -0.9149
C 1.85400 -0.07188 -0.02901  0.1040
H 2.53128 -2.49281 0.03699  0.2176
H 0.18973 -1.07396 -0.96017  0.0933
H 1.11834 1.75850 -1.17827  0.3778
H 0.10215 2.62633 0.89528  0.3545
H 0.60478 1.41689 1.71949  0.4007
H 1.40027 -3.05943 -1.11378  0.2519
H -1.81669 -1.38114 -1.93420  0.2696
H -4.74075 0.32404 1.54321  0.3343
H -0.69063 1.07283 0.49092  0.3473
H 2.24129 2.06267 0.22419  0.3904
H 2.72488 -0.35914 0.44322  0.5304

The value obtained for the HOMO-LUMO gap is 9.22 eV. Its HOMO energy is -17.29 eV. As for the spin multiplicity: 1. The calculation puts the total energy at -21554.8026 eV. Its charge is +2.